25
Properties=species:S:1:pos:R:3 method="wB97M-V/def2-TZVPD" e_homo_ev=-8.2 gap_ev=9.2 smiles=CN(C)CN(C)N(C)N e_above_lowest_kj_mol=301.12 total_energy_ev=-11402.4151
C 0.382 -2.228 -1.045
N -0.004 -0.873 -1.384
N -0.515 -0.878 -2.701
C -0.438 1.064 -0.046
N -0.928 -0.216 -0.499
H -0.577 0.081 -3.020
H -1.453 -1.287 -2.746
H 1.211 -2.487 -1.708
H 0.727 -2.259 -0.008
H -0.422 -2.943 -1.179
H -1.320 1.656 0.219
H 0.060 1.543 -0.905
C 0.386 2.241 1.887
C 1.795 0.676 0.766
C -1.583 -0.990 0.533
N 0.431 1.015 1.121
H 0.743 3.113 1.316
H -0.635 2.428 2.217
H 1.793 -0.196 0.118
H 2.302 1.498 0.235
H 2.355 0.450 1.674
H -0.927 -1.225 1.380
H -1.980 -1.911 0.106
H -2.421 -0.394 0.900
H 1.017 2.124 2.767